Entry 1:
23
Properties=species:S:1:pos:R:3 method="wB97M-V/def2-TZVPD" e_tot_ha=-2240.2526 e_homo_ev=-7.02 charge=-2 homo_lumo_gap_ev=12.07 de_lowest_kcal_mol=5.9 lumo_ev=5.06
Ba 0.290 -0.292 -0.400
B 1.090 1.172 -3.011
F 0.638 -0.182 -3.000
F 0.028 1.937 -2.496
F 2.199 1.281 -2.153
F 1.430 1.565 -4.305
B 2.366 -0.170 1.763
F 2.306 1.058 1.040
F 3.428 -0.228 2.658
F 1.127 -0.252 2.404
F 2.536 -1.166 0.761
B -0.509 -3.151 -0.686
F -0.859 -4.483 -0.753
F 0.879 -2.962 -0.523
F -0.923 -2.421 -1.823
F -1.117 -2.466 0.408
P -2.155 1.536 1.456
F -2.894 2.962 1.293
F -2.898 1.285 2.862
F -3.321 0.792 0.660
F -1.343 0.129 1.610
F -1.369 1.780 0.021
F -0.928 2.275 2.215



Entry 2:
15
Properties=species:S:1:pos:R:3 method="wB97M-V/def2-TZVPD" e_tot_ha=-433.0797 e_homo_ev=-8.72 homo_lumo_gap_ev=9.50 smiles="C#CN(N)N.O=CO" de_lowest_kcal_mol=152.5 lumo_ev=0.78
C 2.484 -0.027 -0.329
C 1.325 0.206 -0.069
N 0.031 0.230 0.697
N -0.120 1.347 1.497
N -0.374 -0.926 1.349
H 3.335 -0.224 -0.942
H 0.435 1.201 2.339
H -1.092 1.404 1.789
H 0.180 -1.708 0.991
H -1.329 -1.125 1.051
O -0.137 0.886 -2.057
C -1.117 0.308 -1.525
O -1.216 -1.038 -1.613
H -2.042 0.775 -1.169
H -0.364 -1.308 -2.010



Entry 3:
13
Properties=species:S:1:pos:R:3 method="wB97M-V/def2-TZVPD" e_tot_ha=-323.6305 e_homo_ev=-9.38 homo_lumo_gap_ev=10.22 smiles="CON(C)C=O" de_lowest_kcal_mol=94.4 lumo_ev=0.84
C -0.067 -1.293 -1.420
O 0.336 0.016 -1.021
N -0.012 0.504 0.218
C 0.853 0.131 1.344
C -1.147 1.347 0.192
O -1.629 1.946 1.125
H 0.251 -1.827 -0.546
H 0.661 -1.472 -2.365
H -1.072 -1.239 -1.584
H 0.795 -0.871 1.787
H 1.893 0.230 1.171
H 0.717 1.015 1.985
H -1.581 1.512 -0.885



Entry 4:
150
Properties=species:S:1:pos:R:3 method="wB97M-V/def2-TZVPD" e_tot_ha=-10217.7784 e_homo_ev=-9.56 charge=+1 homo_lumo_gap_ev=5.29 lumo_ev=-4.27
C -0.932 -1.776 3.367
C -0.067 -1.735 2.101
C -0.938 -1.372 0.889
C -0.236 -0.459 -0.102
O -1.241 0.504 -0.581
N -0.691 1.739 -0.769
C -0.759 2.589 0.233
N -1.298 2.288 1.425
C -1.142 3.370 2.159
N -0.538 4.356 1.495
Br -0.136 6.002 2.232
N -0.277 3.876 0.227
C 0.398 4.639 -0.791
F 0.258 3.975 -1.940
F -0.187 5.834 -0.926
C 1.941 4.821 -0.466
F 2.661 4.376 -1.501
F 2.198 6.111 -0.225
H -1.624 -2.609 3.322
H -0.306 -1.884 4.246
H -1.515 -0.867 3.408
H 0.761 -1.042 2.229
H 0.347 -2.723 1.916
H -1.807 -0.822 1.239
H -1.283 -2.242 0.341
H 0.140 -1.010 -0.960
H 0.588 0.084 0.355
H -0.269 1.905 -1.671
H -1.466 3.430 3.183
H 2.210 4.232 0.413
C 1.732 6.470 -4.523
S 0.763 5.184 -5.322
O 1.376 4.932 -6.654
C -0.701 6.189 -5.589
H 2.716 6.063 -4.300
H 1.830 7.324 -5.193
H 1.240 6.771 -3.596
H -0.447 7.063 -6.187
H -1.108 6.495 -4.625
H -1.439 5.591 -6.120
C 2.585 1.815 -5.930
S 2.500 0.905 -7.478
O 2.609 -0.538 -7.142
C 4.100 1.438 -8.090
H 1.682 1.596 -5.361
H 3.460 1.496 -5.362
H 2.631 2.884 -6.143
H 4.879 1.152 -7.383
H 4.091 2.519 -8.229
H 4.280 0.956 -9.048
C 1.468 -5.333 -2.465
S -0.037 -4.379 -2.643
O 0.221 -3.036 -2.043
C -0.992 -5.313 -1.441
H 2.227 -4.890 -3.105
H 1.803 -5.309 -1.435
H 1.281 -6.360 -2.777
H -0.491 -5.282 -0.473
H -1.092 -6.343 -1.784
H -1.977 -4.857 -1.363
C -3.102 2.186 -5.347
S -2.958 1.488 -3.698
O -4.146 0.639 -3.472
C -3.246 3.040 -2.824
H -2.999 1.374 -6.063
H -4.079 2.656 -5.462
H -2.306 2.915 -5.505
H -4.214 3.451 -3.110
H -2.447 3.746 -3.064
H -3.242 2.826 -1.755
C -2.851 -0.166 7.606
S -3.759 -1.320 6.574
O -3.056 -1.372 5.255
C -5.213 -0.290 6.358
H -1.880 -0.595 7.836
H -2.717 0.777 7.072
H -3.399 -0.003 8.533
H -4.924 0.660 5.907
H -5.685 -0.129 7.326
H -5.903 -0.816 5.701
C 4.614 -8.430 0.401
S 4.945 -7.217 -0.882
O 3.660 -6.509 -1.151
C 5.178 -8.404 -2.207
H 4.397 -7.893 1.322
H 3.756 -9.038 0.116
H 5.496 -9.055 0.541
H 4.284 -9.019 -2.320
H 6.040 -9.030 -1.979
H 5.362 -7.856 -3.128
C -4.624 -5.713 7.471
S -6.172 -4.801 7.446
O -5.889 -3.458 8.014
C -6.978 -5.760 8.735
H -3.950 -5.245 6.757
H -4.190 -5.670 8.470
H -4.808 -6.747 7.178
H -6.385 -5.716 9.649
H -7.090 -6.792 8.403
H -7.959 -5.325 8.912
C -0.562 1.106 11.798
S 0.444 0.056 10.753
O -0.341 -0.231 9.518
C 0.329 -1.402 11.796
H -0.660 2.074 11.311
H -1.548 0.656 11.923
H -0.072 1.232 12.767
H -0.717 -1.679 11.922
H 0.788 -1.189 12.761
H 0.867 -2.210 11.305
C -2.212 7.407 -10.743
S -2.695 6.191 -9.512
O -3.036 6.931 -8.264
C -1.052 5.507 -9.276
H -3.094 7.985 -11.009
H -1.451 8.067 -10.326
H -1.831 6.894 -11.626
H -0.366 6.292 -8.959
H -0.707 5.057 -10.207
H -1.110 4.741 -8.506
C 0.139 -9.454 -4.273
S 1.295 -10.531 -5.133
O 2.408 -10.839 -4.196
C 1.897 -9.280 -6.274
H -0.328 -10.030 -3.477
H 0.673 -8.604 -3.846
H -0.624 -9.112 -4.972
H 2.323 -8.447 -5.713
H 1.075 -8.937 -6.902
H 2.665 -9.736 -6.895
C 0.633 3.381 16.967
S -0.320 2.257 15.942
O 0.339 2.226 14.605
C -1.764 3.315 15.789
H 1.605 2.926 17.149
H 0.762 4.330 16.447
H 0.116 3.530 17.915
H -1.473 4.269 15.349
H -2.206 3.467 16.773
H -2.480 2.814 15.141
C 5.175 4.880 -9.963
S 5.091 3.963 -11.510
O 5.199 2.521 -11.172
C 6.698 4.488 -12.119
H 4.272 4.663 -9.395
H 6.052 4.565 -9.398
H 5.222 5.947 -10.178
H 7.472 4.198 -11.408
H 6.696 5.569 -12.262
H 6.872 3.994 -13.073



Entry 5:
23
Properties=species:S:1:pos:R:3 method="wB97M-V/def2-TZVPD" e_tot_ha=-633.8344 e_homo_ev=-18.66 charge=+2 homo_lumo_gap_ev=8.93 de_lowest_kcal_mol=0.0 lumo_ev=-9.73
C -0.535 -2.878 -0.768
O -0.607 -1.516 -0.350
C -0.241 -1.294 1.007
C -0.653 0.127 1.332
O 0.013 0.606 2.439
C 0.068 2.019 2.287
C 0.388 2.187 0.805
O -0.190 0.999 0.238
H -0.693 -2.895 -1.851
H 0.454 -3.291 -0.527
H -1.320 -3.456 -0.263
H 0.846 -1.407 1.127
H -0.773 -2.004 1.655
H -1.745 0.227 1.448
H 0.851 2.410 2.942
H -0.905 2.468 2.539
H 1.463 2.152 0.594
H -0.073 3.071 0.354
Tl -0.398 0.121 -1.520
C 0.837 0.534 -3.126
H 1.862 0.156 -2.974
H 0.454 0.049 -4.041
H 0.896 1.613 -3.347



Entry 6:
46
Properties=species:S:1:pos:R:3 method="wB97M-V/def2-TZVPD" e_tot_ha=-1618.8371 e_homo_ev=-8.87 homo_lumo_gap_ev=8.54 lumo_ev=-0.33
C 3.437 -0.987 1.980
C 3.196 -0.974 0.809
C 2.860 -1.000 -0.607
C 1.336 -1.127 -0.849
C 0.652 0.249 -0.859
B -0.926 0.208 -0.905
C -1.661 -1.146 -1.265
I -1.366 -1.922 -3.232
C -2.421 -1.744 -0.380
C -2.590 -1.128 0.990
I -3.443 -3.571 -0.815
H 3.386 -0.871 3.027
H 3.308 -1.888 -1.056
H 3.265 -0.155 -1.161
H 0.909 -1.789 -0.095
H 1.242 -1.638 -1.805
H 1.007 0.800 -1.737
H 0.921 0.737 0.085
H -1.570 1.184 -0.665
H -3.434 -1.578 1.502
H -1.679 -1.177 1.579
H -2.886 -0.088 0.834
C 1.100 1.511 -4.833
O 2.246 1.386 -5.674
C 3.283 0.795 -5.083
O 3.309 0.386 -3.951
O 4.283 0.735 -5.959
C 5.468 0.119 -5.454
H 0.322 2.004 -5.410
H 0.741 0.530 -4.527
H 1.330 2.123 -3.961
H 5.274 -0.914 -5.169
H 5.862 0.679 -4.607
H 6.200 0.132 -6.257
C -3.024 3.089 5.606
O -3.637 1.947 6.205
C -3.581 0.844 5.462
O -3.075 0.749 4.376
O -4.184 -0.137 6.132
C -4.200 -1.391 5.448
H -3.136 3.913 6.305
H -1.963 2.911 5.436
H -3.520 3.347 4.672
H -3.186 -1.745 5.271
H -4.743 -1.309 4.508
H -4.714 -2.098 6.092



Entry 7:
6
Properties=species:S:1:pos:R:3 method="wB97M-V/def2-TZVPD" s2=2.009 e_tot_ha=-583.9245 e_homo_ev="-7.91 / -9.72" homo_lumo_gap_ev="8.62 / 8.10" spin_multiplicity=3 de_lowest_kcal_mol=23.4 lumo_ev="0.71 / -1.62"
N 0.535 -0.579 0.636
N -0.372 0.113 -0.399
O 1.649 0.261 0.853
S -1.623 -0.818 -0.810
H 2.033 -0.014 1.791
H -2.343 0.290 -1.377



Entry 8:
110
Properties=species:S:1:pos:R:3 method="wB97M-V/def2-TZVPD" e_tot_ha=-6017.8373 e_homo_ev=-0.38 charge=-2 homo_lumo_gap_ev=3.62 de_lowest_kcal_mol=44.7 lumo_ev=3.23
Y -0.029 -0.165 -0.213
Cl 0.850 -3.478 0.189
C -0.244 -3.148 1.500
C -0.631 -1.822 1.654
C -1.648 -1.636 2.587
Cl -2.319 -0.039 2.707
C -2.195 -2.654 3.359
Cl -3.475 -2.337 4.476
C -1.708 -3.951 3.213
Cl -2.333 -5.230 4.189
C -0.725 -4.206 2.261
Cl -0.134 -5.816 2.043
C 2.784 -2.828 -5.066
N 1.980 -1.638 -5.298
C 0.697 -2.035 -5.881
N -0.023 -3.034 -5.093
C 0.847 -4.177 -4.875
N 2.126 -3.842 -4.248
C 1.929 -3.368 -2.876
P 0.870 -1.826 -2.728
C 1.779 -0.878 -4.063
C -0.500 -2.464 -3.829
H 3.716 -2.534 -4.577
H 3.018 -3.277 -6.037
H 0.892 -2.459 -6.872
H 0.065 -1.152 -5.980
H 1.057 -4.639 -5.845
H 0.332 -4.908 -4.247
H 2.905 -3.172 -2.424
H 1.448 -4.166 -2.304
H 2.755 -0.593 -3.656
H 1.224 0.030 -4.292
H -1.169 -1.628 -4.038
H -1.066 -3.222 -3.282
N -2.793 7.017 1.580
C -3.232 8.268 1.232
C -3.689 9.349 1.971
C -4.056 10.481 1.263
C -3.970 10.525 -0.133
C -3.511 9.447 -0.868
C -3.131 8.298 -0.175
N -2.644 7.103 -0.639
C -2.452 6.357 0.421
C -1.945 4.996 0.407
C -1.816 4.217 1.556
C -1.325 2.931 1.457
N -0.947 2.369 0.309
C -1.071 3.116 -0.797
C -1.558 4.406 -0.798
H -2.717 6.651 2.512
H -3.754 9.307 3.051
H -4.418 11.348 1.801
H -4.272 11.426 -0.651
H -3.451 9.478 -1.947
H -2.088 4.592 2.535
H -1.185 2.341 2.355
H -0.775 2.662 -1.730
H -1.644 4.962 -1.720
C -2.005 -1.040 -0.851
C -3.017 -1.574 -1.277
C -4.197 -2.178 -1.808
C -4.674 -3.394 -1.305
C -5.813 -3.976 -1.835
C -6.500 -3.358 -2.872
C -6.033 -2.153 -3.380
C -4.894 -1.565 -2.856
H -4.139 -3.873 -0.495
H -6.169 -4.918 -1.435
H -7.392 -3.815 -3.284
H -6.561 -1.666 -4.191
H -4.518 -0.630 -3.252
F -0.603 0.577 -2.855
B -1.040 1.418 -3.951
F -2.166 2.134 -3.558
F -1.318 0.597 -5.050
F 0.034 2.284 -4.244
Cl 3.581 4.081 7.898
C 2.817 3.320 6.507
C 2.066 2.155 6.672
C 1.477 1.550 5.588
C 1.608 2.067 4.248
C 1.042 1.449 3.154
C 2.373 3.286 4.147
C 2.961 3.881 5.239
H 1.950 1.734 7.665
H 0.893 0.647 5.731
H 0.505 0.514 3.256
H 1.182 1.857 2.159
H 2.489 3.735 3.165
H 3.542 4.789 5.124
F 3.042 0.458 0.855
C 2.254 -0.652 0.454
F 2.900 -1.005 -0.803
H 2.600 -1.443 1.129
N 1.419 1.519 -1.218
C 2.432 1.924 -1.586
N 3.582 2.391 -1.993
C 4.819 2.142 -1.262
C 5.557 3.466 -1.140
O 5.780 4.045 -2.422
C 4.560 4.303 -3.099
C 3.741 3.032 -3.291
H 5.435 1.435 -1.827
H 4.589 1.722 -0.284
H 6.538 3.317 -0.691
H 4.973 4.153 -0.515
H 4.832 4.724 -4.067
H 3.969 5.038 -2.537
H 4.271 2.355 -3.970
H 2.761 3.262 -3.707



Entry 9:
10
Properties=species:S:1:pos:R:3 method="wB97M-V/def2-TZVPD" e_tot_ha=-1449.1746 e_homo_ev=-9.88 homo_lumo_gap_ev=8.57 de_lowest_kcal_mol=75.8 lumo_ev=-1.30
C 0.818 -0.141 -0.266
C -0.066 -1.147 0.568
N 0.072 0.502 -1.312
N -0.910 -0.804 1.419
P -0.952 1.516 -0.717
Cl 1.307 0.915 1.079
Cl 2.245 -0.920 -0.840
H -0.097 -2.140 0.204
H -0.876 0.170 1.796
H -1.541 2.048 -1.931



Entry 10:
50
Properties=species:S:1:pos:R:3 method="wB97M-V/def2-TZVPD" e_tot_ha=-1288.7139 e_homo_ev=-10.44 homo_lumo_gap_ev=10.99 smiles="CCCCCCCCCCCCS(=O)(=O)CCC(=O)O" de_lowest_kcal_mol=1.2 lumo_ev=0.55
C -1.300 -0.413 3.283
C -2.480 -0.302 2.325
C -2.468 1.035 1.588
C -3.709 1.271 0.724
C -3.975 0.268 -0.404
C -3.089 0.425 -1.644
C -1.741 -0.299 -1.589
C -1.870 -1.820 -1.692
C -0.502 -2.503 -1.632
C 0.069 -2.538 -0.212
C 1.590 -2.702 -0.180
C 2.323 -1.446 -0.621
S 2.181 -0.151 0.652
O 2.747 -0.650 1.876
O 0.827 0.342 0.728
C 3.226 1.250 0.058
C 2.305 2.418 -0.232
C 1.190 1.945 -1.144
O 1.336 1.110 -2.002
O 0.055 2.592 -0.939
H -1.287 -1.386 3.769
H -1.360 0.354 4.053
H -0.366 -0.282 2.742
H -3.417 -0.406 2.878
H -2.424 -1.121 1.606
H -2.427 1.836 2.330
H -1.554 1.106 0.998
H -3.649 2.275 0.293
H -4.580 1.258 1.387
H -3.899 -0.747 -0.018
H -5.012 0.412 -0.719
H -2.924 1.493 -1.815
H -3.637 0.045 -2.512
H -1.213 -0.045 -0.672
H -1.129 0.037 -2.431
H -2.497 -2.205 -0.886
H -2.358 -2.070 -2.637
H -0.587 -3.526 -2.009
H 0.176 -1.966 -2.298
H -0.181 -1.619 0.313
H -0.388 -3.364 0.336
H 1.908 -2.928 0.841
H 1.886 -3.537 -0.822
H 1.919 -1.011 -1.529
H 3.391 -1.621 -0.716
H 3.946 1.465 0.841
H 3.728 0.906 -0.841
H 1.855 2.801 0.683
H 2.844 3.229 -0.729
H -0.663 2.207 -1.469



Entry 11:
54
Properties=species:S:1:pos:R:3 method="wB97M-V/def2-TZVPD" e_tot_ha=-3077.3212 e_homo_ev=-9.18 homo_lumo_gap_ev=8.49 smiles="O=C(I)CC(=O)O[C@@H](N(C(=O)F)C(=O)F)P(O)(O)=S.O=C1OCCO1.O=C1OCCO1.O=C1OCCO1" lumo_ev=-0.69
O 4.987 -2.472 -1.727
C 4.423 -3.513 -2.186
I 4.262 -3.853 -4.346
C 3.844 -4.624 -1.196
C 2.246 -4.468 -0.905
O 1.946 -4.231 0.287
O 1.401 -4.719 -2.005
C 0.281 -3.832 -2.177
N -1.059 -4.420 -1.757
C -1.019 -5.020 -0.415
O -0.403 -6.033 -0.047
F -1.857 -4.399 0.583
C -1.391 -5.442 -2.802
O -0.776 -6.529 -2.931
F -2.456 -5.232 -3.751
P 0.502 -2.035 -1.587
O 2.068 -1.404 -1.781
O -0.509 -1.094 -2.636
S -0.172 -1.692 0.209
H 4.396 -4.743 -0.206
H 3.932 -5.648 -1.739
H 0.158 -3.730 -3.332
H 2.626 -1.697 -1.019
H -1.312 -1.645 -2.811
O -3.299 -0.354 -4.020
C -3.172 0.772 -3.608
O -3.085 1.103 -2.292
C -2.718 2.476 -2.230
C -3.184 3.010 -3.548
O -3.099 1.876 -4.401
H -3.201 2.969 -1.386
H -1.638 2.546 -2.111
H -4.223 3.354 -3.518
H -2.553 3.821 -3.915
O -1.169 4.382 -1.268
C -0.751 3.986 -0.213
O -0.351 4.790 0.808
C -0.145 3.953 1.941
C 0.113 2.612 1.326
O -0.616 2.670 0.110
H 0.696 4.307 2.537
H -1.046 3.964 2.558
H 1.170 2.452 1.096
H -0.242 1.792 1.953
O -1.495 4.119 4.504
C -0.539 3.887 5.193
O 0.747 4.171 4.848
C 1.546 3.960 6.004
C 0.728 2.996 6.808
O -0.603 3.305 6.421
H 2.522 3.554 5.733
H 1.688 4.917 6.514
H 0.939 1.954 6.552
H 0.862 3.132 7.882



What did we get for strongest force on any atom? Answer: 1.4; 4.7; 4.6; 1.2; 4.9; 1.3; 3.2; 1.7; 1.8; 0.8; 6.3 eV/A, in the order shown.